Entry 1:
48
Properties=species:S:1:pos:R:3:mulliken_charge:R:1 method="wB97M-V/def2-TZVPD" smiles="CCN(CC)c1ccc(NC(=O)CN(C)Cc2cccs2)cc1" total_charge=0 spin_multiplicity=1 homo_lumo_gap_ev=7.65 e_tot_ev=-36424.969
C -3.88528 -2.08528 -0.73455 -0.880
H -4.15568 -2.21573 0.30993 0.238
H -4.36042 -2.87001 -1.31820 0.402
H -2.80691 -2.18800 -0.82333 0.230
C -4.33510 -0.71279 -1.24179 -0.889
N -3.74599 0.39270 -0.51854 0.077
C -2.38018 0.59185 -0.53758 1.474
C -1.72204 1.35090 0.43915 -0.451
C -0.36039 1.56932 0.39875 -1.143
C 0.41168 1.02528 -0.61933 0.156
C -0.22526 0.27799 -1.60457 -0.964
C -1.58590 0.06505 -1.56653 -0.343
H -2.02821 -0.51320 -2.36093 0.265
H 0.35677 -0.15242 -2.40802 0.367
N 1.80347 1.16577 -0.68603 0.030
C 2.64982 1.66773 0.24035 0.337
O 2.34163 2.28704 1.23709 -0.679
C 4.11228 1.43439 -0.14653 -0.775
N 4.31671 0.15278 -0.80258 0.077
C 5.52477 0.14578 -1.60511 -1.106
H 6.43658 0.28880 -1.00722 0.364
H 5.46519 0.94264 -2.34514 0.357
H 5.59850 -0.80602 -2.12981 0.326
C 4.32055 -0.95095 0.15818 -1.264
C 2.97057 -1.19591 0.74318 0.592
C 2.47019 -0.78587 1.93884 -0.292
C 1.12749 -1.17801 2.14347 -0.770
C 0.62717 -1.88951 1.10504 -0.329
S 1.78464 -2.09939 -0.14740 -0.205
H -0.35460 -2.30203 0.98603 0.525
H 0.56489 -0.93225 3.02558 0.428
H 3.03231 -0.20874 2.65076 0.436
H 4.64312 -1.84741 -0.37854 0.542
H 5.03596 -0.76031 0.97772 0.289
H 4.72963 1.55558 0.75746 0.351
H 4.38319 2.23215 -0.84486 0.473
H 2.25660 0.64194 -1.42725 0.289
H 0.11474 2.14881 1.17216 0.491
H -2.26810 1.78015 1.26274 0.270
C -4.58606 1.07278 0.43753 -0.940
C -4.71949 0.35622 1.78493 -1.035
H -5.24407 -0.58865 1.66638 0.302
H -3.73856 0.15627 2.20846 0.289
H -5.28195 0.97509 2.47976 0.393
H -4.19196 2.08009 0.59034 0.492
H -5.58081 1.18142 -0.00834 0.394
H -5.41980 -0.63227 -1.14278 0.402
H -4.10167 -0.62377 -2.30887 0.405


Entry 2:
69
Properties=species:S:1:pos:R:3:mulliken_charge:R:1 method="wB97M-V/def2-TZVPD" smiles=C1CCOC1.C1CCOC1.C1CCOC1.ClCCl.ClCCl.OCCO.OCCO total_charge=0 spin_multiplicity=1 homo_lumo_gap_ev=9.82 e_tot_ev=-83734.985
C 1.02495 5.25941 -2.01536 -0.404
C 1.00702 5.28943 -3.57346 -0.427
C -0.46706 5.07684 -3.91731 -0.500
O -1.04773 4.42647 -2.78021 -0.557
C -0.42307 4.97394 -1.63724 -0.299
H 1.40510 6.19618 -1.61366 0.381
H 1.69894 4.46519 -1.69512 0.111
H 1.60346 4.46972 -3.96694 0.253
H 1.35314 6.23937 -3.97355 0.310
H -0.63520 4.42961 -4.77677 0.305
H -0.99186 6.02058 -4.10201 0.343
H -0.52990 4.26903 -0.81336 0.180
H -0.93501 5.89309 -1.32091 0.297
C 2.63672 -4.35105 2.40573 -0.738
C 2.43882 -4.19990 0.90002 0.077
C 1.01238 -4.67647 0.75533 -0.100
O 0.32755 -4.09157 1.84234 -0.401
C 1.22125 -4.08571 2.96525 -0.360
H 3.39033 -3.69306 2.84560 0.304
H 3.02305 -5.34447 2.65410 0.320
H 3.14283 -4.77393 0.29836 0.388
H 2.49039 -3.14814 0.63040 -0.294
H 0.92769 -5.77400 0.82263 0.222
H 0.55521 -4.43079 -0.20561 0.065
H 0.92837 -4.86107 3.67487 0.257
H 1.15458 -3.09522 3.41149 0.247
C -2.21945 2.04724 5.38594 -0.557
C -0.83265 2.30606 4.79851 -0.533
C -0.55155 0.99638 4.04628 0.170
O -1.41605 -0.00783 4.61456 -0.396
C -2.11012 0.56665 5.70973 -0.496
H -3.02429 2.26040 4.68039 0.267
H -2.43666 2.62308 6.28818 0.343
H -0.12266 2.44919 5.61323 0.284
H -0.80067 3.15276 4.11555 0.289
H 0.48607 0.66824 4.09867 0.208
H -0.86574 1.07104 3.00359 -0.177
H -1.51316 0.44771 6.62575 0.273
H -3.06257 0.05737 5.84475 0.301
C -0.37842 -0.43186 -3.74012 -0.158
C -0.65365 0.83105 -2.96290 0.447
O -0.72445 1.88261 -3.91974 -0.617
O -1.38871 -0.65576 -4.71164 -0.565
H -0.38766 -1.31300 -3.10122 -0.161
H 0.61431 -0.32215 -4.19292 0.262
H 0.19249 1.03308 -2.29221 0.004
H -1.57089 0.74400 -2.37201 0.181
H -0.69222 2.71354 -3.42596 0.283
H -1.33053 0.05715 -5.35442 0.358
C -2.09634 -2.62614 -0.04852 0.177
C -2.05848 -3.70824 -1.09599 -0.588
O -3.25360 -3.74632 -1.87670 -0.583
O -2.11113 -1.33316 -0.64014 -0.450
H -1.21325 -2.71627 0.58907 -0.001
H -2.96385 -2.77221 0.60453 0.297
H -1.90001 -4.69990 -0.67422 0.372
H -1.21186 -3.51498 -1.76995 0.225
H -3.18254 -3.07761 -2.56429 0.347
H -2.94801 -1.24949 -1.10709 0.288
C 0.56233 0.15931 0.51096 0.395
Cl 1.72521 -0.68760 1.52907 -0.159
Cl 0.71712 1.92782 0.74024 -0.154
H 0.82188 -0.05389 -0.51758 -0.409
H -0.46453 -0.11415 0.72001 0.218
C 3.75585 -1.12352 -2.03885 -0.507
Cl 2.29877 -2.15581 -2.01050 -0.065
Cl 3.46657 0.45493 -1.31644 -0.094
H 4.54213 -1.65136 -1.51571 0.362
H 3.99100 -0.97182 -3.08449 0.338


Entry 3:
50
Properties=species:S:1:pos:R:3:mulliken_charge:R:1 method="wB97M-V/def2-TZVPD" smiles="CCCOC[C@H]1C[N@@H+](CCCCCOC(C)=O)CCO1" total_charge=+1 spin_multiplicity=1 homo_lumo_gap_ev=9.51 e_tot_ev=-25714.153
C -0.66302 -3.83341 2.74780 -1.147
C -1.84895 -3.58499 1.80029 -0.346
C -2.06323 -2.09513 1.68806 -0.200
O -3.30525 -1.78853 1.07522 -0.423
C -3.90753 -0.59846 1.48393 -1.030
C -3.29807 0.65964 0.85424 0.334
C -2.07584 1.18602 1.63795 -0.862
N -1.05420 1.93333 0.80684 0.150
C 0.26070 2.03353 1.54971 -1.066
C 1.32134 1.00780 1.14069 -0.434
C 2.32889 1.53245 0.09563 -0.964
C 2.60612 0.56305 -1.04946 -0.188
C 3.40751 1.29270 -2.13488 -0.834
O 4.26099 0.38559 -2.82858 -0.353
C 3.99149 0.24190 -4.16751 0.732
C 3.87330 -1.18962 -4.62091 -1.008
O 3.86442 1.19181 -4.91562 -0.537
C -0.95771 1.41096 -0.58124 -0.433
C -2.36757 1.41107 -1.14816 -0.851
O -3.05558 0.36853 -0.50064 -0.379
H 0.07928 -3.04803 2.59223 0.249
H -0.20376 -4.80013 2.58636 0.356
H -0.98841 -3.72942 3.78099 0.329
H -1.60162 -4.02005 0.83550 0.311
H -2.76147 -4.02436 2.19158 0.310
H -2.04242 -1.67213 2.70290 0.351
H -1.25092 -1.61014 1.13097 0.011
H -3.94516 -0.50869 2.57455 0.462
H -4.93155 -0.65133 1.12123 0.408
H -4.07535 1.43247 0.89628 0.486
H -1.54641 0.42566 2.20047 0.450
H -2.44570 1.90612 2.36431 0.277
H -1.39291 2.88867 0.72164 0.460
H 0.64754 3.03595 1.38432 0.522
H 0.07900 1.94865 2.61678 0.424
H 0.88937 0.05708 0.83655 0.189
H 1.87604 0.79460 2.05158 0.636
H 2.02380 2.49999 -0.30743 0.449
H 3.27450 1.71480 0.60325 0.399
H 3.21547 -0.27904 -0.73229 0.383
H 1.67073 0.22635 -1.49606 0.169
H 2.71948 1.78344 -2.82189 0.400
H 4.03331 2.06896 -1.69737 0.393
H 4.38034 -1.85085 -3.92624 0.338
H 2.81414 -1.42960 -4.67383 0.242
H 4.30631 -1.28535 -5.61001 0.346
H -0.28310 2.04112 -1.15427 0.455
H -0.63410 0.37753 -0.58391 0.257
H -2.87456 2.35420 -0.90673 0.372
H -2.34966 1.22531 -2.21482 0.405


Entry 4:
129
Properties=species:S:1:pos:R:3:mulliken_charge:R:1 method="wB97M-V/def2-TZVPD" total_charge=+1 spin_multiplicity=1 homo_lumo_gap_ev=5.90 e_tot_ev=-165421.107
Ti -0.67072 0.50774 1.42549 -2.996
C 2.02104 3.03503 5.35964 -1.613
C 1.90133 2.00959 4.28557 0.730
C 2.79954 1.01879 3.93714 -1.248
C 2.22997 0.35278 2.85261 -1.005
N 1.05201 0.91565 2.56144 1.284
N 0.84647 1.94001 3.44701 0.306
B -0.24968 3.03683 3.24907 -1.219
N 0.01112 3.71182 1.90394 0.668
N 0.56598 2.95849 0.90771 0.460
C 1.18064 3.82221 0.09933 -0.837
C 0.97203 5.13989 0.53671 -1.513
C 0.23974 5.03187 1.69158 0.772
C -0.23988 6.11433 2.59565 -1.491
C 2.16982 3.43785 -0.93464 0.212
C 1.77934 2.54096 -2.06399 1.425
C 3.50718 2.23407 -3.33414 0.261
C 4.64294 3.00126 -2.73931 -1.199
C 4.57542 3.74188 -1.63224 -1.088
C 3.40074 3.94808 -0.78061 -0.447
N -1.67881 2.42048 3.36895 0.253
N -2.03294 1.20756 2.82957 0.689
C -3.33822 1.01940 3.12498 -0.280
C -3.81320 2.10367 3.83688 -1.315
C -2.73610 2.96967 3.97682 0.938
C -2.70031 4.26638 4.70764 -1.261
C -4.11118 -0.19028 2.79155 0.517
C -3.71287 -1.44512 3.23974 0.362
C -4.46351 -2.56511 2.92317 -0.842
C -5.62002 -2.43644 2.16488 -0.564
C -6.03496 -1.18320 1.73979 -0.893
C -5.28691 -0.06019 2.05950 -0.332
C 2.72734 -0.84677 2.16012 0.792
C 3.44658 -1.79456 2.88837 -0.715
C 3.87476 -2.96445 2.28360 -1.105
C 3.57168 -3.20980 0.95151 -0.656
C 2.87721 -2.26245 0.21403 -0.154
C 2.47926 -1.07288 0.80943 1.185
H 2.87068 2.79322 5.99434 0.469
H 2.17919 4.02777 4.93898 0.250
H 1.12507 3.07409 5.97652 0.309
H 3.75328 0.82229 4.39299 0.658
H -0.14841 3.83070 4.12736 -0.181
H 1.33902 6.03785 0.07283 0.627
H 0.13332 7.07219 2.23976 0.422
H -1.32879 6.17108 2.60672 0.225
H 0.10237 5.97456 3.62091 0.304
H 0.73244 2.25526 -1.98270 0.140
H 3.80859 1.71764 -4.24331 0.580
H 5.59234 2.94859 -3.25866 0.419
H 5.47450 4.25128 -1.30802 0.405
H 3.56484 4.58390 0.08139 0.509
H -4.80069 2.22022 4.24482 0.599
H -3.65533 4.42310 5.20340 0.431
H -1.91246 4.27714 5.45848 0.259
H -2.52694 5.10077 4.03085 0.077
H -2.81515 -1.54032 3.83669 0.510
H -4.15037 -3.53987 3.27330 0.427
H -6.20393 -3.31221 1.91711 0.443
H -6.93929 -1.08004 1.15602 0.428
H -5.59912 0.91835 1.71745 0.544
H 3.65106 -1.62247 3.93706 0.435
H 4.43430 -3.69220 2.85636 0.433
H 3.88728 -4.13165 0.48206 0.485
H 2.65664 -2.45015 -0.82858 0.252
H 2.00030 -0.31135 0.21085 -0.286
F -4.64519 -2.20609 -1.18115 -0.499
C -3.53998 -2.29099 -0.42708 0.028
C -2.99761 -1.12248 0.08377 -0.383
C -1.86621 -1.19365 0.88083 2.398
C -1.31606 -2.44736 1.18709 -0.591
C -1.86688 -3.57643 0.59645 0.429
F -1.34751 -4.79045 0.86209 -0.492
C -2.97747 -3.53317 -0.22261 -1.130
C -0.43166 -2.46808 2.35920 0.372
C 0.14650 -3.57634 2.96957 -0.661
C 0.65395 -3.43426 4.24730 -0.959
C 0.59498 -2.20305 4.88613 -1.333
C 0.11027 -1.12699 4.17260 -0.755
N -0.37699 -1.25483 2.93692 1.990
H -3.49112 -0.18851 -0.14480 1.037
H -3.40175 -4.43315 -0.64123 0.583
H 0.15784 -4.52915 2.46746 0.716
H 1.08140 -4.29060 4.75125 0.515
H 0.94569 -2.06735 5.89809 0.552
H 0.08780 -0.12875 4.59125 0.703
O -1.76934 1.41513 -0.04818 -0.558
C -1.09122 0.75048 -0.88385 0.489
O -0.01120 0.23156 -0.39623 0.970
C -1.52421 0.47833 -2.27877 -1.512
C -1.32709 -1.00225 -2.66837 -0.480
Ge 0.06094 -1.37066 -4.01681 1.900
C 1.01949 -2.95215 -3.39070 -0.132
C 2.36127 -3.16725 -3.70562 -0.596
C 3.03926 -4.28390 -3.23401 -0.619
C 2.38290 -5.20724 -2.43394 -0.650
C 1.04719 -5.01412 -2.11241 -0.490
C 0.37519 -3.89731 -2.59127 -0.351
C 1.23257 0.16923 -3.92042 0.835
C 0.97237 1.32622 -4.79751 -0.469
C 1.35321 2.59054 -4.59179 -1.338
C 2.20189 3.07882 -3.46169 -0.182
C 2.76793 1.35884 -2.28793 -0.342
C 2.03596 0.18598 -2.84737 -0.598
C -0.73606 -1.70450 -5.74974 -0.064
C -0.56319 -2.94403 -6.36588 -0.376
C -1.18792 -3.23739 -7.57055 -0.744
C -2.00508 -2.29663 -8.17445 -0.476
C -2.20018 -1.06315 -7.57097 -0.869
C -1.57564 -0.77336 -6.36785 -0.190
H -0.93425 1.16646 -2.90217 0.604
H -2.56135 0.80179 -2.36058 0.806
H -2.27909 -1.42615 -2.99239 0.969
H -1.01378 -1.56688 -1.78967 -0.808
H 2.89110 -2.45247 -4.32442 0.358
H 4.07930 -4.43284 -3.49459 0.426
H 2.90809 -6.08162 -2.07098 0.454
H 0.52676 -5.73540 -1.49597 0.497
H -0.67057 -3.77222 -2.33390 0.419
H 0.41504 1.12235 -5.70402 0.530
H 1.07803 3.32596 -5.33917 0.416
H 2.35315 4.15485 -3.51405 0.638
H 3.36408 1.07802 -1.41983 0.670
H 2.10541 -0.71612 -2.24902 -0.767
H 0.07770 -3.69006 -5.91007 0.298
H -1.03472 -4.20171 -8.03606 0.410
H -2.49306 -2.52439 -9.11255 0.393
H -2.84204 -0.32773 -8.03822 0.399
H -1.75636 0.19384 -5.91266 0.357